# 1
Formula: C42H56BCl3N8RuSeSi
Source: OMol25
Level of theory: ωB97M-V/def2-TZVPD

As for the multiplicity: 2. As for the energy above the lowest of the compared OMol25 structures with the same formula, charge and spin: 0.0 kcal per mole. As for the charge: -1. Its expectation value of S² is 0.764. For the energy, the calculation gives -6263.694846 a.u.

Geometry (Å):
H (4.784, -2.860, -0.948)
H (3.468, -0.341, 1.477)
C (-0.383, -2.142, -4.173)
H (-4.842, -0.488, -2.942)
H (1.418, -0.060, 3.926)
H (1.330, -4.018, -1.018)
H (6.811, -1.221, 0.145)
H (0.188, -2.720, -1.399)
H (-1.338, 0.126, 6.419)
H (-3.773, 2.905, 2.514)
C (-3.714, 1.897, 2.103)
H (1.357, -2.238, -2.927)
C (-1.267, 0.356, 4.314)
H (1.703, -2.632, -5.925)
C (3.859, -0.171, -1.293)
C (-4.491, 0.469, -3.323)
C (2.042, -2.545, 4.055)
H (3.259, 3.808, 1.526)
C (2.013, -2.250, -4.949)
H (0.299, 0.372, 5.794)
N (2.551, -0.351, -1.311)
N (1.480, 1.156, 2.074)
H (2.884, -1.861, 4.176)
C (4.309, 0.596, -2.421)
Cl (-4.177, -0.465, 0.037)
C (2.102, 0.278, -2.455)
Si (-2.274, -1.272, -0.005)
H (3.267, 1.339, 4.298)
H (-0.493, -1.187, 5.595)
N (-1.424, 0.815, 2.131)
H (0.255, -4.525, -3.015)
H (-4.643, 1.375, 2.337)
C (-2.846, 4.421, 0.288)
H (1.618, -4.480, 1.838)
C (-2.290, -2.328, -5.647)
Se (-1.424, 2.340, -0.964)
H (-0.346, 5.179, 3.118)
H (6.414, -1.092, -1.575)
H (1.822, 2.288, 4.639)
H (2.096, -1.164, -5.020)
H (1.309, -2.303, 4.824)
C (1.323, -3.447, 1.744)
H (1.700, 4.025, -0.990)
H (-0.374, -4.166, -0.563)
H (3.113, 1.408, -4.098)
H (3.300, -2.427, -0.089)
H (-2.368, 6.593, 2.850)
H (-0.543, -3.538, -5.788)
C (-2.508, 0.902, 4.101)
H (0.829, -4.685, -4.676)
H (5.195, -0.487, 1.868)
H (-3.552, 4.196, -0.502)
H (-2.783, -2.800, -6.488)
C (1.944, 2.420, 0.384)
Cl (-2.257, -2.336, 1.785)
H (-3.979, 6.078, 1.039)
C (0.760, -2.826, 0.629)
H (0.708, 0.375, -4.011)
C (4.378, -2.296, -0.102)
H (3.008, -2.644, -4.725)
H (0.072, 3.324, 1.568)
H (-2.643, 0.644, -2.293)
C (-1.017, -1.095, -3.465)
C (-2.893, -1.283, -4.974)
H (-1.431, 1.947, -3.999)
Cl (-2.652, -2.794, -1.381)
H (-4.894, 1.256, -2.681)
C (2.693, 2.211, 3.984)
C (1.461, -2.457, 2.682)
C (3.185, 0.857, -3.171)
H (4.793, -2.713, 0.822)
C (-1.698, 3.640, 0.409)
H (6.531, 0.368, -0.575)
C (4.726, -0.809, -0.226)
C (0.456, -3.467, -0.664)
N (-0.220, -0.494, -2.384)
C (1.016, -2.668, -3.864)
C (-2.186, 5.763, 2.177)
C (-1.037, -2.738, -5.249)
H (-2.992, 2.693, -3.679)
N (1.248, 1.338, 0.745)
H (5.328, 0.865, -2.656)
N (-0.634, 0.325, 3.129)
H (1.992, -4.535, -3.359)
H (-3.278, 1.084, 4.834)
N (0.559, -1.531, 0.878)
C (4.477, -0.125, 1.124)
C (6.207, -0.676, -0.586)
H (2.395, -3.561, 4.225)
C (-2.510, 1.802, -4.082)
H (-2.766, 1.706, -5.143)
H (-3.616, 1.966, 1.027)
C (1.018, -4.193, -3.719)
C (2.617, 2.941, 1.499)
H (-3.867, -0.936, -5.298)
C (-0.660, -0.108, 5.599)
N (1.006, -1.310, 2.147)
C (2.287, 2.119, 2.550)
C (-2.968, 0.555, -3.321)
B (0.843, 0.018, 2.878)
Ru (-0.354, 0.051, -0.279)
C (-2.561, 1.192, 2.732)
H (3.307, 3.100, 4.125)
C (-2.282, -0.652, -3.897)
C (-3.082, 5.480, 1.157)
C (2.016, 2.979, -0.993)
C (-1.052, 4.975, 2.320)
H (1.378, 2.442, -1.678)
H (3.043, 2.919, -1.360)
H (-4.901, 0.615, -4.328)
H (4.583, 0.959, 1.041)
C (0.824, 0.098, -2.961)
C (-0.807, 3.926, 1.443)

# 2
Formula: C33H56O18
Source: OMol25
Level of theory: ωB97M-V/def2-TZVPD

As for the multiplicity: 1. The SMILES is CCCCCCCCCCC[C@@H](OC(=O)COO)OC(=O)c1ccccc1.COC(=O)OC.COC(=O)OC.COC(=O)OC.COC(=O)OC. For the energy, the calculation gives -2645.159398 a.u.

Geometry (Å):
H (-1.005, -2.356, 1.428)
H (0.733, 1.693, -3.782)
H (-1.212, -1.241, -0.656)
H (2.807, -8.367, 6.027)
H (-7.003, 4.163, -2.062)
H (-5.249, 3.746, -2.458)
H (-3.743, -1.927, -3.208)
H (6.334, -14.922, 7.627)
H (10.589, 9.557, -3.684)
C (-6.728, 1.805, 1.524)
H (-6.103, -0.646, -3.380)
O (3.806, -12.345, 6.736)
H (-3.199, -0.029, -1.009)
H (-5.216, 3.402, 3.998)
O (-0.129, -6.840, 3.430)
H (-5.410, 1.233, 3.169)
C (4.256, -13.124, 5.935)
C (-5.060, 3.372, 2.884)
H (-5.061, -2.249, -2.023)
O (0.557, -3.066, 0.247)
H (-4.630, 0.280, -3.808)
H (-6.830, 0.812, 1.013)
H (2.783, -12.373, 3.165)
O (2.909, 6.862, -1.149)
H (-6.369, 1.987, -3.575)
O (-1.996, 0.475, -3.841)
H (3.343, -11.216, 4.378)
C (0.499, 1.906, -2.712)
H (-4.489, 1.560, 1.675)
C (2.295, -8.672, 5.117)
C (-7.047, 2.972, 0.510)
H (-1.607, -7.829, 2.350)
C (-0.945, -6.967, 2.265)
H (-7.863, 2.663, -0.204)
C (-1.869, -1.689, -1.459)
H (10.560, 10.573, -5.162)
O (-2.776, -4.301, 0.210)
C (-1.326, 0.059, -2.932)
H (-3.749, -1.568, -0.270)
H (-3.965, 3.580, 2.701)
O (0.764, -8.870, 2.966)
O (1.571, -3.033, 1.193)
O (-1.312, -1.318, -2.720)
H (3.740, 5.911, -5.142)
C (10.425, 9.567, -4.763)
O (8.235, 10.777, -3.887)
C (5.802, 9.884, -4.452)
O (1.383, -7.634, 4.761)
H (1.283, -2.460, 1.938)
H (1.443, 3.988, 0.061)
C (-0.570, 1.104, -2.074)
C (-3.324, -1.122, -1.218)
H (-5.605, 4.543, -0.147)
C (-1.862, -3.603, -0.131)
H (1.761, -9.602, 5.315)
C (-5.141, -0.231, -2.948)
H (-4.618, 1.385, -1.582)
C (3.537, 7.304, -2.238)
C (3.964, 6.719, -4.447)
O (3.349, 6.398, -3.200)
C (8.122, 9.789, -4.564)
H (-7.535, 1.822, 2.315)
C (-5.358, 1.939, 2.287)
C (-6.521, 1.969, -2.459)
H (-6.060, 0.384, -0.981)
H (-0.328, -7.043, 1.369)
C (-6.185, 3.414, -1.919)
H (-0.423, 2.578, 1.164)
H (3.555, 7.646, -4.850)
C (-0.120, 2.419, 0.100)
H (5.751, 10.902, -4.841)
C (0.681, -7.882, 3.650)
H (-1.557, -6.070, 2.188)
H (5.047, 6.791, -4.336)
H (5.781, 9.885, -3.364)
O (-1.852, -3.127, -1.435)
H (4.936, 9.335, -4.812)
C (-5.563, 0.841, -1.880)
H (2.024, 3.500, -2.454)
H (-7.409, 3.846, 1.115)
C (-0.833, 1.386, -0.671)
O (6.971, 9.217, -4.934)
H (2.027, -12.372, 4.763)
O (3.935, -13.191, 4.639)
H (-0.557, -4.177, 1.580)
O (9.127, 9.069, -5.079)
H (11.154, 8.908, -5.231)
C (1.215, 2.921, -1.954)
H (-5.626, 4.208, 2.407)
C (0.921, 3.210, -0.538)
H (-4.859, 2.916, -0.154)
C (-4.347, -1.464, -2.374)
C (5.603, -14.119, 7.544)
O (4.161, 8.331, -2.332)
C (-5.820, 3.454, -0.366)
O (5.165, -14.074, 6.187)
H (2.468, 7.258, 0.804)
H (6.084, -13.181, 7.825)
H (3.040, -8.815, 4.333)
H (-7.603, 1.695, -2.306)
C (2.966, -12.227, 4.228)
C (-0.699, -3.303, 0.894)
C (3.016, 7.722, -0.014)
H (-1.606, 0.816, -0.111)
H (2.568, 8.694, -0.224)
H (4.768, -14.338, 8.211)
H (4.058, 7.836, 0.286)

# 3
Formula: C20H23N5OS
Source: OMol25
Level of theory: ωB97M-V/def2-TZVPD

As for the multiplicity: 1. As for the energy above the lowest of the compared OMol25 structures with the same formula, charge and spin: 9.7 kcal per mole. The SMILES is C=CCNC(=S)NNc1nc2c(c(=O)[nH]1)C1(CCCC1)Cc1ccccc1-2. For the energy, the calculation gives -1523.163253 a.u.

Geometry (Å):
H (1.175, -4.093, -1.688)
H (-3.311, -0.346, 4.857)
N (0.505, 4.222, -3.159)
C (0.261, -1.000, -1.127)
C (0.598, -2.689, 0.781)
H (-1.743, 2.817, -0.220)
S (1.043, 3.593, -0.642)
H (-2.053, -2.179, 5.930)
H (-1.100, -3.977, 1.321)
H (-0.125, 4.209, -3.948)
H (-0.140, 0.578, -2.393)
H (-0.154, -3.221, 4.761)
C (0.158, 3.574, -2.032)
C (-1.060, -0.968, 2.410)
N (-0.282, 0.258, -1.442)
H (1.691, -1.900, 2.456)
C (-2.481, -0.807, 4.341)
C (0.836, -2.567, 2.292)
C (-0.968, 1.013, -0.559)
N (-0.982, 2.804, -2.123)
H (2.234, 4.961, -2.347)
O (0.790, -1.625, -2.027)
H (-1.051, -3.499, -0.379)
C (0.388, -5.023, 0.088)
H (2.374, -5.087, -0.841)
C (1.908, -3.173, 0.111)
C (-0.439, -3.801, 0.472)
H (0.774, -5.519, 0.981)
C (-0.707, -2.423, 4.285)
C (-0.341, -1.998, 3.019)
C (1.533, -4.407, -0.708)
H (2.096, 7.205, -3.598)
N (-1.527, 2.198, -1.000)
H (-0.187, -5.749, -0.487)
C (-0.697, -0.558, 1.055)
C (0.078, -1.368, 0.257)
C (-2.126, -0.374, 3.078)
C (0.051, 7.055, -3.201)
H (-2.664, 0.421, 2.587)
H (2.627, -3.448, 0.884)
N (-1.211, 0.637, 0.651)
C (1.636, 5.109, -3.253)
C (1.262, 6.558, -3.369)
C (-1.774, -1.835, 4.944)
H (2.249, 4.820, -4.115)
H (-1.657, 3.009, -2.852)
H (-0.797, 6.438, -2.953)
H (2.360, -2.405, -0.511)
H (-0.143, 8.109, -3.288)
H (1.094, -3.546, 2.700)

# 4
Formula: C16H20AuBN10S
Source: OMol25
Level of theory: ωB97M-V/def2-TZVPD

As for the multiplicity: 4. As for the charge: +3. Its expectation value of S² is 3.774. For the energy, the calculation gives -1726.968854 a.u.

Geometry (Å):
N (0.523, 1.841, -0.132)
H (4.547, -1.066, 2.763)
H (-4.291, 3.398, 2.206)
C (2.483, -0.918, 1.973)
N (4.473, 2.709, -0.606)
H (-3.463, 0.501, -1.507)
H (1.482, -1.901, -4.721)
H (0.156, 5.011, -0.776)
H (-4.600, 2.530, -1.999)
H (2.406, 3.859, -1.752)
H (-3.618, 3.792, -0.135)
B (2.711, 0.988, -1.111)
C (4.940, 1.506, -2.453)
N (4.050, 1.683, -1.528)
N (3.003, 0.239, 0.201)
H (-5.523, 2.240, 1.702)
N (-3.716, 1.115, -0.747)
H (3.279, -0.068, -3.929)
C (-4.556, 3.263, 0.049)
S (-2.186, -0.560, 0.668)
C (6.028, 2.435, -2.209)
C (1.609, 3.404, -1.189)
N (-3.539, 1.585, 1.498)
N (2.114, 0.005, -2.141)
H (-5.363, 3.988, -0.039)
C (-0.208, 2.952, -0.042)
N (0.973, -0.624, -1.761)
H (5.095, 0.390, 0.544)
C (2.433, -0.436, -3.380)
H (-1.142, 2.954, 0.494)
H (6.144, 3.924, -0.516)
C (-4.552, 2.666, 1.445)
H (-5.722, 1.705, -0.913)
C (0.458, 3.982, -0.693)
C (4.144, 0.020, 0.890)
C (-3.212, 0.875, 0.440)
C (1.506, -1.364, -3.789)
H (-3.193, 1.284, 2.399)
C (5.619, 3.137, -1.039)
N (1.990, -0.348, 0.872)
Au (0.017, -0.220, 0.165)
C (0.600, -1.448, -2.737)
H (1.844, -1.445, 2.665)
N (1.641, 2.103, -0.846)
H (6.941, 2.532, -2.780)
C (-4.736, 2.165, -0.983)
H (4.881, 0.767, -3.234)
H (-0.284, -2.059, -2.642)
C (3.858, -0.719, 2.013)

# 5
Formula: C23H49N4O5
Source: OMol25
Level of theory: ωB97M-V/def2-TZVPD

As for the multiplicity: 3. As for the charge: +1. Its expectation value of S² is 2.008. For the energy, the calculation gives -1500.606288 a.u.

Geometry (Å):
H (3.258, 2.422, 1.783)
C (-0.035, -3.269, -1.035)
H (3.875, 2.855, -1.175)
C (0.641, -3.361, -3.528)
H (1.244, 3.342, 0.305)
C (2.175, -4.364, -1.754)
C (1.848, 1.134, -2.285)
H (2.580, -4.203, -3.878)
H (1.541, 3.644, -1.401)
H (-6.102, 2.165, 4.070)
H (-3.799, 1.335, 1.528)
C (3.202, 0.632, 0.595)
H (0.083, -1.373, 0.000)
N (-0.076, -2.669, -2.409)
H (-2.660, -0.390, 4.455)
H (-1.135, -4.516, -4.029)
C (2.081, -3.632, -3.092)
H (-0.639, -2.671, 0.937)
H (-0.546, 2.143, -1.798)
H (3.633, -1.026, -0.742)
O (-3.008, 5.781, 2.956)
H (1.399, -4.192, 0.261)
H (-0.656, 1.834, -0.067)
O (0.970, 0.668, 1.200)
H (-0.523, 0.480, -1.199)
C (1.325, 1.570, -0.909)
C (3.295, 3.050, -0.271)
H (-5.678, 4.382, 3.682)
H (-5.622, 0.978, 2.999)
H (4.765, 2.049, 0.965)
H (4.233, 0.516, -1.357)
H (-1.053, -4.772, 0.120)
H (2.911, -1.179, 1.751)
C (-4.079, 5.116, 2.507)
C (4.074, -0.069, -0.457)
H (1.150, -1.519, -4.572)
N (-4.811, 2.784, 2.667)
N (-5.322, 1.773, 3.552)
H (1.280, 1.652, -3.058)
H (-1.920, -4.304, -1.344)
N (1.762, 0.647, 0.188)
H (4.386, -0.275, 2.127)
H (0.117, -5.492, -3.257)
O (0.142, -1.405, -2.399)
H (-3.059, 5.963, 3.907)
C (-0.574, -2.235, -0.061)
C (-0.932, -4.510, -0.931)
C (1.413, -3.611, -0.664)
H (-1.908, 3.293, 2.908)
H (-1.568, -1.892, -0.355)
H (-5.493, 2.989, 1.929)
H (1.802, -5.387, -1.846)
H (-4.117, 3.883, 4.344)
C (3.328, -0.179, 1.878)
O (-2.812, 0.205, 3.712)
C (-4.670, 4.053, 3.428)
H (5.058, -0.264, -0.031)
H (-2.882, 1.967, 4.828)
C (1.798, 2.984, -0.570)
C (-0.059, -4.665, -3.937)
H (1.705, 0.062, -2.428)
H (2.892, 1.375, -2.456)
C (-2.302, 1.487, 4.032)
O (-4.535, 5.275, 1.416)
H (1.945, -2.679, -0.442)
H (-3.467, 2.998, 1.107)
H (3.556, 4.062, 0.043)
H (1.104, -2.968, -5.578)
H (2.823, 0.298, 2.714)
C (-0.190, 1.498, -0.992)
H (2.609, -2.676, -3.011)
H (0.320, -4.978, -4.909)
H (3.223, -4.450, -1.463)
C (3.680, 2.068, 0.837)
C (-3.567, 2.312, 1.943)
H (-1.555, 1.801, 2.092)
H (-1.274, 1.419, 4.392)
C (-2.283, 2.284, 2.748)
H (-0.403, -2.215, -5.041)
H (-0.530, -5.388, -1.427)
C (0.620, -2.451, -4.749)

# 6
Formula: C4H5ClOS
Source: OMol25
Level of theory: ωB97M-V/def2-TZVPD

As for the multiplicity: 1. As for the energy above the lowest of the compared OMol25 structures with the same formula, charge and spin: 16.5 kcal per mole. The SMILES is O=C/C=C(\Cl)CS. For the energy, the calculation gives -1088.992376 a.u.

Geometry (Å):
H (2.811, -1.633, -0.414)
H (-2.792, 1.450, -0.773)
Cl (0.453, 2.037, -0.169)
H (-1.727, 0.827, 1.238)
C (0.935, -0.623, 0.034)
C (0.022, 0.367, 0.195)
H (-1.507, -0.881, 1.028)
H (0.617, -1.597, 0.334)
C (-1.387, 0.085, 0.578)
S (-2.592, 0.115, -0.808)
C (2.312, -0.584, -0.431)
O (2.855, 0.437, -0.812)

| no. | F_max (eV/A) |
| --- | --- |
| 1 | 1.19 |
| 2 | 2.83 |
| 3 | 0.84 |
| 4 | 0.36 |
| 5 | 1.06 |
| 6 | 1.83 |